{"formula": "C48H46GeN3O5SiTc", "method": "wB97M-V/def2-TZVPD", "homo_lumo_gap_ev": [5.970, 6.320], "multiplicity": 2, "de_lowest_kcal_mol": 17.50, "homo_energy_ev": [-3.8, -4.1], "charge": -1, "fmax_ev_per_a": 3.2, "species": ["Tc", "O", "C", "O", "C", "C", "C", "C", "C", "N", "H", "H", "H", "H", "C", "Si", "C", "C", "N", "C", "C", "C", "C", "C", "C", "O", "C", "C", "C", "C", "C", "C", "H", "H", "H", "H", "H", "H", "H", "H", "H", "H", "H", "H", "H", "H", "H", "H", "H", "H", "O", "C", "O", "C", "C", "Ge", "C", "C", "C", "C", "C", "C", "C", "C", "C", "C", "C", "C", "C", "C", "C", "C", "C", "C", "H", "H", "H", "H", "H", "H", "H", "H", "H", "H", "H", "H", "H", "H", "H", "H", "H", "H", "H", "N", "C", "C", "C", "C", "C", "C", "H", "H", "H", "H", "H"], "xyz": [[1.9197, -0.4923, 0.4346], [3.3367, 0.8607, 4.0638], [3.0980, 0.4703, 2.9331], [2.0602, -0.1608, 2.5156], [4.1399, 0.7252, 1.8440], [5.3708, 1.2848, 2.1211], [6.2824, 1.4483, 1.0960], [5.9222, 1.0471, -0.1803], [4.6702, 0.5017, -0.3824], [3.7934, 0.3452, 0.6128], [5.5710, 1.5755, 3.1462], [7.2616, 1.8735, 1.2832], [6.6015, 1.1487, -1.0177], [4.3293, 0.1761, -1.3584], [1.6483, -3.0913, -2.2644], [1.9760, -1.3671, -2.8911], [3.6753, -1.4313, -3.7030], [0.6818, -0.9922, -4.2125], [1.9070, -0.1548, -1.6555], [1.6690, 1.1502, -2.0144], [1.8309, 1.6683, -3.3236], [1.5047, 2.9718, -3.6590], [0.9953, 3.8434, -2.7046], [0.8530, 3.3838, -1.3991], [1.2143, 2.0914, -1.0696], [1.0758, 1.5972, 0.2627], [1.2568, 2.4974, 1.3355], [2.3177, 3.3856, 1.3657], [2.4793, 4.2015, 2.4768], [1.5954, 4.1146, 3.5438], [0.5468, 3.2038, 3.4951], [0.3705, 2.3915, 2.3838], [1.1690, -3.6910, -3.0523], [0.9952, -3.0774, -1.3854], [2.5813, -3.5908, -1.9675], [3.6501, -2.1179, -4.5619], [4.4109, -1.8239, -2.9857], [4.0298, -0.4540, -4.0575], [0.0362, -1.8678, -4.3614], [1.1278, -0.7373, -5.1859], [0.0479, -0.1505, -3.9047], [2.2170, 1.0068, -4.0955], [1.6468, 3.3102, -4.6813], [0.7223, 4.8606, -2.9580], [0.4679, 4.0363, -0.6245], [3.0022, 3.4397, 0.5278], [3.3166, 4.8902, 2.5151], [1.7361, 4.7385, 4.4191], [-0.1340, 3.1088, 4.3334], [-0.4160, 1.6435, 2.3404], [-0.9798, -2.9595, 0.7120], [-0.8764, -1.9346, 0.0309], [-0.0870, -0.9396, 0.2399], [-1.7185, -1.7742, -1.2320], [-2.3948, -0.4018, -1.3377], [-3.8583, -0.0078, -0.1076], [-5.2113, -1.4261, -0.1217], [-4.7938, -2.7565, 0.0067], [-5.7149, -3.7979, 0.0120], [-7.0739, -3.5303, -0.1056], [-7.5086, -2.2132, -0.2034], [-6.5842, -1.1721, -0.2055], [-3.3462, 0.2250, 1.7688], [-3.6812, 1.3831, 2.4767], [-3.3717, 1.5057, 3.8282], [-2.7030, 0.4789, 4.4848], [-2.3581, -0.6749, 3.7902], [-2.6877, -0.8073, 2.4467], [-4.4637, 1.7422, -0.7727], [-3.5372, 2.7844, -0.6221], [-3.7968, 4.0609, -1.1059], [-4.9948, 4.3234, -1.7619], [-5.9150, 3.2983, -1.9441], [-5.6477, 2.0200, -1.4592], [-2.4255, -2.5995, -1.2714], [-1.0351, -1.8871, -2.0821], [-2.8042, -0.2474, -2.3409], [-1.6490, 0.3835, -1.1704], [-3.7370, -2.9900, 0.1203], [-5.3693, -4.8217, 0.1118], [-7.7918, -4.3428, -0.1092], [-8.5687, -1.9935, -0.2713], [-6.9473, -0.1512, -0.2410], [-4.2046, 2.1914, 1.9795], [-3.6449, 2.4088, 4.3636], [-2.4443, 0.5806, 5.5331], [-1.8200, -1.4727, 4.2910], [-2.3854, -1.7103, 1.9217], [-2.5872, 2.5934, -0.1238], [-3.0603, 4.8482, -0.9771], [-5.2023, 5.3173, -2.1427], [-6.8426, 3.4899, -2.4728], [-6.3700, 1.2349, -1.6485], [2.5807, -2.1619, 0.5234], [3.3471, -3.2306, 0.8685], [2.7672, -4.4924, 1.1233], [3.5566, -5.5825, 1.4477], [4.9452, -5.4756, 1.5161], [5.5327, -4.2388, 1.2689], [4.7562, -3.1315, 0.9626], [1.6838, -4.5696, 1.0793], [3.0804, -6.5373, 1.6506], [5.5548, -6.3357, 1.7635], [6.6130, -4.1323, 1.3251], [5.2147, -2.1616, 0.7914]], "forces_ev_per_a": [[0.93, -2.96, 0.62], [0.00, 0.03, 0.06], [-0.15, -0.22, -0.21], [-0.14, 0.18, 0.28], [-0.23, -0.06, 0.33], [0.16, 0.13, 0.30], [0.04, 0.02, 0.08], [0.06, -0.05, -0.19], [0.03, 0.02, -0.36], [0.55, 0.49, -0.07], [-0.03, -0.05, -0.10], [-0.05, 0.00, 0.01], [-0.06, -0.01, 0.04], [-0.01, 0.02, 0.05], [0.01, -0.24, 0.22], [-0.04, -0.03, 0.03], [0.23, -0.01, -0.10], [-0.24, 0.01, -0.29], [-0.20, 0.49, -0.35], [0.03, -0.45, 0.02], [0.12, 0.02, -0.09], [0.00, -0.03, 0.04], [0.00, -0.04, 0.07], [-0.01, -0.05, 0.15], [-0.09, 0.13, 0.28], [0.42, 0.39, -0.31], [-0.02, -0.17, -0.38], [0.10, 0.02, -0.13], [0.02, -0.01, 0.04], [-0.04, -0.05, -0.02], [0.00, 0.04, 0.04], [-0.25, -0.14, 0.16], [0.13, 0.12, 0.14], [0.09, -0.11, -0.15], [-0.24, 0.08, -0.02], [0.06, 0.11, 0.14], [-0.11, 0.07, -0.14], [-0.06, -0.17, 0.04], [0.10, 0.14, 0.00], [-0.14, -0.05, 0.20], [0.06, -0.19, -0.11], [-0.03, 0.20, 0.16], [-0.01, -0.05, 0.08], [0.00, -0.06, 0.02], [0.02, 0.00, -0.01], [-0.01, -0.01, 0.01], [-0.07, -0.04, -0.02], [-0.01, -0.05, -0.06], [0.04, -0.01, -0.07], [0.03, 0.06, 0.00], [0.11, 0.35, -0.28], [0.54, -0.11, 0.02], [-0.70, -0.13, 0.00], [-0.09, 0.23, -0.03], [0.21, -0.18, 0.03], [-0.10, 0.11, 0.08], [-0.19, -0.01, -0.07], [0.00, 0.01, 0.01], [-0.05, 0.04, 0.01], [0.05, 0.10, -0.01], [0.10, -0.01, 0.02], [0.06, -0.17, 0.08], [0.07, 0.05, 0.11], [-0.01, -0.20, 0.08], [0.08, -0.03, -0.05], [-0.02, 0.04, -0.07], [-0.02, 0.02, 0.01], [0.07, 0.12, -0.04], [0.00, 0.12, 0.00], [-0.08, -0.01, -0.01], [-0.02, -0.04, -0.01], [0.00, -0.10, 0.01], [0.09, 0.00, 0.03], [0.10, 0.09, -0.01], [-0.02, 0.05, -0.17], [0.01, -0.03, 0.10], [-0.01, -0.02, 0.03], [0.01, -0.11, -0.07], [-0.19, 0.00, 0.05], [-0.01, 0.08, 0.00], [0.03, 0.03, 0.01], [0.05, -0.01, 0.00], [0.01, -0.06, -0.03], [0.02, 0.02, -0.02], [0.01, -0.03, -0.01], [-0.01, -0.01, -0.05], [-0.03, 0.06, -0.06], [-0.09, 0.10, 0.18], [-0.11, 0.03, -0.03], [-0.06, -0.07, -0.01], [0.01, -0.05, 0.02], [0.04, -0.01, 0.02], [0.03, 0.03, 0.03], [-0.59, 1.74, -0.46], [0.19, 0.08, 0.29], [-0.23, 0.14, 0.04], [0.03, 0.04, 0.01], [-0.10, 0.12, -0.04], [-0.03, 0.02, -0.05], [-0.17, 0.15, -0.14], [0.13, -0.01, -0.02], [0.02, 0.08, -0.03], [-0.02, 0.02, -0.01], [-0.11, 0.01, 0.00], [0.01, -0.10, 0.01]], "lowdin_charge": [1.4982, 0.0486, -0.6022, -0.1353, -0.1767, 0.0045, -0.0531, -0.0500, -0.0984, -0.0309, 0.1230, 0.1063, 0.1060, 0.0958, -0.1752, 0.3847, -0.1895, -0.1816, -0.1806, -0.3175, -0.0668, -0.1057, -0.1135, -0.0377, -0.1868, -0.1247, -0.2737, -0.0302, -0.0741, -0.0871, -0.0558, 0.0092, 0.0351, 0.0086, 0.0285, 0.0287, 0.0225, 0.0185, 0.0230, 0.0300, 0.0291, 0.0759, 0.0971, 0.0896, 0.1174, 0.1269, 0.1027, 0.0988, 0.1054, 0.1252, 0.0022, -0.6809, -0.1995, -0.1624, -0.2401, 1.0313, -0.2418, -0.0957, -0.0853, -0.1053, -0.1011, -0.1125, -0.2490, -0.1184, -0.1072, -0.1030, -0.0699, -0.0856, -0.2590, -0.1189, -0.0872, -0.1036, -0.0998, -0.1050, 0.0873, 0.0895, 0.0752, 0.0659, 0.0843, 0.1020, 0.0942, 0.0949, 0.0785, 0.0872, 0.0941, 0.0961, 0.1086, 0.0795, 0.1013, 0.0997, 0.0949, 0.0954, 0.0787, -0.0844, -0.3554, -0.0359, -0.1085, -0.1283, -0.1176, -0.0444, 0.1086, 0.0952, 0.0853, 0.0931, 0.0897]}

***

{"formula": "C48H47BrCl2N7O7STi", "method": "wB97M-V/def2-TZVPD", "homo_lumo_gap_ev": 5.406, "multiplicity": 1, "de_lowest_kcal_mol": 0.00, "homo_energy_ev": -9.9, "charge": 1, "fmax_ev_per_a": 1.1, "species": ["Ti", "Br", "C", "C", "C", "C", "C", "C", "N", "C", "C", "C", "C", "C", "C", "N", "H", "H", "H", "H", "H", "H", "H", "H", "H", "Cl", "C", "C", "C", "Cl", "C", "O", "C", "C", "O", "C", "H", "H", "H", "C", "C", "C", "C", "C", "C", "C", "N", "C", "C", "C", "C", "C", "C", "C", "N", "C", "C", "C", "C", "H", "H", "H", "H", "H", "H", "H", "H", "H", "H", "H", "H", "H", "H", "H", "H", "H", "H", "H", "H", "H", "H", "H", "H", "N", "C", "C", "C", "C", "C", "C", "S", "O", "O", "O", "H", "H", "H", "H", "H", "H", "C", "N", "C", "C", "C", "O", "N", "C", "O", "H", "H", "H", "H", "H"], "xyz": [[0.2607, 0.8972, -0.0103], [0.5956, -4.6117, -5.6696], [0.5140, -2.8772, -4.9053], [1.1173, -2.6362, -3.6792], [1.0466, -1.3780, -3.1092], [0.3874, -0.3378, -3.7756], [-0.2157, -0.6021, -5.0081], [-0.1509, -1.8676, -5.5712], [0.2129, 0.9409, -3.1761], [0.4346, 1.9487, -3.9290], [0.0891, 3.3503, -3.6225], [0.7674, 4.3605, -4.3025], [0.4488, 5.6856, -4.0438], [-0.5551, 5.9573, -3.1321], [-1.1985, 4.8878, -2.5232], [-0.8928, 3.6155, -2.7541], [1.6433, -3.4367, -3.1701], [1.5130, -1.1964, -2.1661], [-0.7787, 0.1767, -5.5093], [-0.6282, -2.0679, -6.5228], [0.9069, 1.8092, -4.9040], [1.5375, 4.1042, -5.0211], [0.9674, 6.4874, -4.5538], [-0.8532, 6.9724, -2.9014], [-2.0001, 5.0687, -1.8108], [6.7984, 3.5163, -2.2345], [5.3491, 2.6889, -1.8089], [5.3441, 1.2925, -1.8123], [4.2027, 0.5964, -1.4789], [4.2130, -1.1195, -1.4419], [3.0158, 1.2795, -1.1349], [1.9359, 0.6216, -0.8177], [3.0564, 2.6937, -1.1301], [1.8909, 3.3778, -0.7051], [0.8195, 2.8295, -0.4031], [4.2252, 3.3917, -1.4614], [6.2450, 0.7533, -2.0711], [1.9232, 4.4705, -0.6623], [4.2371, 4.4748, -1.4330], [-4.4127, -4.4234, -1.4214], [-3.3089, -4.0432, -2.4232], [-2.3450, -5.2291, -2.5987], [-3.9408, -3.7129, -3.7762], [-2.5531, -2.8505, -1.8624], [-2.6648, -1.5626, -2.3784], [-1.9140, -0.5362, -1.8398], [-1.0676, -0.6977, -0.8175], [-0.9827, -1.9274, -0.2797], [-1.6961, -3.0014, -0.7735], [0.0206, -2.0706, 0.7788], [0.0693, -3.1303, 1.6664], [1.1090, -3.2145, 2.5883], [2.0909, -2.2241, 2.5208], [1.9646, -1.1831, 1.6267], [0.9298, -1.0878, 0.7858], [1.2091, -4.3340, 3.6086], [-0.0510, -5.2020, 3.6334], [2.4146, -5.2139, 3.2364], [1.4178, -3.7255, 5.0045], [-4.9503, -5.3029, -1.7833], [-5.1316, -3.6083, -1.3005], [-3.9963, -4.6629, -0.4396], [-2.8553, -6.0377, -3.1260], [-2.0064, -5.6320, -1.6421], [-1.4711, -4.9438, -3.1858], [-4.4291, -4.6043, -4.1738], [-3.1867, -3.3933, -4.5014], [-4.7040, -2.9346, -3.6909], [-3.3093, -1.3427, -3.2195], [-1.9689, 0.4522, -2.2724], [-1.5534, -3.9756, -0.3246], [-0.7156, -3.8748, 1.6502], [2.9528, -2.2495, 3.1740], [2.7015, -0.3903, 1.5746], [-0.1909, -5.7414, 2.6927], [-0.9462, -4.6086, 3.8396], [0.0390, -5.9479, 4.4234], [2.2914, -5.6469, 2.2404], [2.5087, -6.0319, 3.9543], [3.3476, -4.6444, 3.2511], [0.6158, -3.0262, 5.2541], [2.3715, -3.2001, 5.0836], [1.4184, -4.5209, 5.7523], [-1.6019, 2.0515, -0.2267], [-1.8944, 2.8633, 0.9609], [-3.0199, 2.5625, 1.7241], [-3.1415, 3.0808, 3.0075], [-2.1486, 3.8999, 3.5144], [-1.1213, 4.3270, 2.6980], [-0.9852, 3.8134, 1.4260], [-2.1243, 4.3553, 5.2840], [-0.7398, 4.7606, 5.5219], [-3.1007, 5.4029, 5.4268], [-2.4559, 3.0937, 5.9320], [-1.5482, 2.6106, -1.0763], [-2.3452, 1.3816, -0.3534], [-3.7357, 1.8246, 1.3706], [-3.9512, 2.7657, 3.6565], [-0.3754, 4.9962, 3.1129], [-0.1303, 4.0990, 0.8483], [2.2771, 3.4453, 4.5347], [1.3623, 2.5399, 3.8366], [0.2482, 2.0645, 4.4520], [-0.6380, 1.2328, 3.8366], [-0.3801, 0.9587, 2.4843], [-1.0951, 0.3272, 1.6476], [0.7254, 1.4550, 1.8795], [1.6663, 2.2200, 2.5105], [2.6714, 2.6372, 1.9492], [1.8186, 3.7507, 5.4700], [2.4549, 4.3231, 3.9192], [3.2278, 2.9479, 4.7221], [0.0829, 2.4170, 5.4637], [-1.5481, 0.9132, 4.3240]], "forces_ev_per_a": [[-0.49, -0.60, 0.84], [-0.02, 0.16, 0.10], [0.06, -0.20, 0.01], [0.07, -0.14, 0.05], [-0.35, 0.25, -0.45], [0.00, -0.35, -0.13], [0.05, 0.05, 0.17], [-0.13, 0.04, -0.20], [0.05, 0.60, -0.13], [0.01, -0.42, 0.15], [0.04, 0.34, 0.01], [0.05, -0.17, 0.02], [0.00, 0.02, -0.01], [0.02, 0.06, -0.03], [-0.13, 0.00, 0.15], [0.02, -0.18, 0.18], [-0.04, 0.08, -0.03], [0.18, 0.08, 0.40], [0.02, -0.01, 0.01], [0.03, 0.03, 0.05], [0.00, -0.04, -0.07], [-0.04, 0.01, 0.03], [-0.01, -0.03, 0.01], [0.02, -0.07, -0.01], [0.06, -0.02, -0.07], [0.09, 0.06, -0.03], [0.00, 0.11, -0.01], [-0.16, -0.11, 0.03], [-0.19, 0.30, 0.03], [0.05, -0.25, 0.02], [0.51, 0.48, -0.27], [-0.13, -0.28, 0.24], [0.09, -0.62, 0.03], [0.08, 0.03, -0.13], [0.09, -0.15, -0.28], [-0.04, 0.09, 0.00], [0.00, -0.01, 0.00], [-0.04, 0.08, 0.02], [0.01, -0.04, 0.00], [-0.03, 0.03, 0.00], [-0.01, -0.05, 0.01], [-0.05, 0.01, -0.01], [-0.03, -0.02, -0.03], [-0.01, 0.05, 0.01], [-0.03, 0.01, 0.00], [-0.13, -0.06, 0.03], [0.07, 0.14, -0.40], [-0.09, -0.08, -0.13], [-0.01, 0.02, 0.08], [0.38, -0.01, 0.15], [0.01, -0.03, -0.06], [-0.06, 0.01, -0.07], [0.07, -0.02, -0.02], [-0.02, -0.04, -0.10], [-0.18, -0.01, 0.26], [0.02, -0.09, 0.07], [-0.02, 0.03, -0.03], [0.04, 0.01, 0.03], [0.00, 0.00, 0.03], [0.03, 0.05, 0.01], [0.05, -0.06, 0.01], [-0.02, 0.01, -0.05], [0.01, 0.05, 0.04], [0.00, 0.04, -0.03], [0.03, -0.01, -0.04], [0.02, 0.05, 0.02], [-0.04, -0.01, 0.02], [0.05, -0.05, -0.02], [0.07, -0.01, 0.07], [0.01, 0.04, -0.01], [0.00, 0.08, -0.03], [0.08, 0.09, 0.00], [-0.04, 0.02, -0.02], [-0.04, 0.01, 0.02], [-0.01, 0.03, 0.04], [0.04, -0.04, 0.00], [0.02, 0.02, -0.02], [0.01, 0.02, 0.05], [-0.01, 0.05, -0.03], [-0.07, -0.04, -0.01], [0.04, -0.04, -0.01], [-0.06, -0.01, 0.00], [0.01, 0.04, -0.04], [0.19, 0.31, 0.16], [-0.14, 0.26, 0.13], [0.21, -0.20, 0.04], [-0.09, -0.16, -0.08], [-0.18, 0.56, 0.67], [0.01, 0.14, 0.15], [-0.34, 0.01, -0.23], [-0.03, -0.16, -0.03], [0.14, -0.12, -0.32], [-0.07, 0.06, -0.11], [0.03, -0.18, -0.16], [0.19, 0.22, -0.35], [-0.30, -0.10, 0.17], [0.04, 0.08, -0.01], [0.01, 0.07, -0.08], [-0.07, 0.03, -0.06], [-0.04, 0.12, -0.09], [0.08, 0.04, 0.05], [0.05, -0.18, -0.27], [0.11, -0.12, 0.06], [0.03, -0.16, -0.01], [-0.18, 0.22, 0.39], [0.14, -0.40, -0.48], [0.45, -0.21, -0.24], [0.09, 0.60, 0.18], [-0.27, -0.19, 0.14], [-0.11, 0.01, -0.03], [-0.01, 0.00, 0.00], [-0.01, 0.00, -0.04], [-0.04, 0.02, -0.06], [0.11, 0.06, 0.02]], "lowdin_charge": [1.2596, 0.7655, -0.6892, -0.1068, -0.0323, -0.2732, -0.0229, -0.1164, 0.1077, -0.0649, -0.2601, -0.0085, -0.0394, -0.0321, -0.1102, 0.0987, 0.1111, 0.0557, 0.1200, 0.1100, 0.1372, 0.1210, 0.1190, 0.1176, 0.1221, 0.7237, -0.6530, -0.0800, -0.5522, 0.7814, -0.3078, -0.2010, -0.1200, -0.1017, -0.1183, -0.0234, 0.1192, 0.1645, 0.1302, -0.0259, -0.5489, -0.0312, -0.0497, -0.1201, 0.0411, -0.1068, 0.0392, -0.1698, 0.0759, -0.1807, 0.0795, -0.1240, 0.0347, -0.0705, 0.0306, -0.5561, -0.0565, -0.0302, -0.0334, 0.0966, 0.0956, 0.0866, 0.0967, 0.0818, 0.0669, 0.0955, 0.0899, 0.0884, 0.1205, 0.1091, 0.1216, 0.1131, 0.1248, 0.1265, 0.0872, 0.0962, 0.0936, 0.0934, 0.0955, 0.0857, 0.0977, 0.0809, 0.0940, 0.0468, -0.2712, -0.0174, -0.0370, -0.2483, -0.0497, -0.0366, 0.4158, -0.3629, -0.3133, -0.3499, 0.0651, 0.0863, 0.1222, 0.1304, 0.1215, 0.0937, 0.0170, -0.0039, -0.0025, 0.0494, -0.4556, -0.0551, 0.0737, -0.4618, 0.0876, 0.0959, 0.1011, 0.1010, 0.1340, 0.1372]}